*P*
Entry from the OMol25 dataset: a 3-piece molecular cluster, C6H19NO3 overall (ωB97M-V/def2-TZVPD).

Geometry as XYZ:
```
29
C6H19NO3 ωB97M-V/def2-TZVPD
C -1.14341 0.69501 2.28306
C 0.40113 0.55323 2.15037
N 0.86547 -0.58904 1.35283
C 0.39136 -0.49895 -0.04291
C -0.82276 -1.49518 -0.27776
C -0.58727 -2.55504 -1.40119
C 0.21509 0.81617 -0.74008
O 1.31066 1.03968 -1.65156
H -1.31415 1.63273 2.85979
H -1.38672 -0.16209 2.93620
H -1.70361 0.78584 1.36322
H 1.02606 1.40717 1.94493
H 0.67454 0.41446 3.20490
H 0.46043 -1.42911 1.73971
H 1.16767 -1.02688 -0.67067
H -1.01455 -2.05206 0.63752
H -1.75833 -0.92439 -0.34080
H 0.46671 -2.86015 -1.47838
H -0.97274 -2.22684 -2.37079
H -1.12742 -3.44394 -1.06099
H -0.67033 1.00439 -1.33182
H 0.24410 1.70506 -0.08577
H 1.20869 0.37651 -2.33817
O -2.23331 2.67423 -1.78864
H -1.43673 3.21236 -1.76705
H -2.60561 2.69283 -0.89021
O 3.80596 0.08773 -0.92985
H 2.95460 0.45452 -1.23921
H 3.58448 -0.28823 -0.06670
```

Values from the calculation:
charge: 0
E_HOMO: -9.06 eV

***

*Q*
Entry from the OMol25 dataset: a 3-piece molecular cluster, C6H19NO3 overall (ωB97M-V/def2-TZVPD).

Geometry as XYZ:
```
29
C6H19NO3 ωB97M-V/def2-TZVPD
C -0.59002 2.13298 1.35806
C -0.09594 1.25467 0.21692
N -1.12115 0.30816 -0.22605
C -2.23805 1.00079 -0.84939
C -0.61013 -0.75851 -1.10612
C 0.43495 -0.31351 -2.12642
C -0.14912 -1.95607 -0.24722
O 1.24206 -2.27740 -0.46098
H -1.06359 3.04102 0.99005
H 0.23657 2.46038 1.98615
H -1.32251 1.62004 1.97860
H 0.76961 0.66529 0.54365
H 0.24396 1.88687 -0.60849
H -2.62767 1.76077 -0.17321
H -1.96290 1.49466 -1.79522
H -3.03102 0.29238 -1.04331
H -1.48055 -1.10868 -1.66937
H 1.34440 0.01125 -1.64665
H 0.04254 0.50596 -2.73124
H 0.68879 -1.13831 -2.78837
H -0.29843 -1.74443 0.80487
H -0.74734 -2.83706 -0.49985
H 1.40788 -3.14741 -0.08431
O 0.56394 -0.45201 2.96566
H 1.46911 -0.46936 2.63278
H 0.07597 0.07982 2.32650
O 2.86879 -0.69001 1.11984
H 3.64542 -0.42586 0.62365
H 2.30445 -1.19642 0.50947
```

Values from the calculation:
charge: 0
E_HOMO: -8.69 eV

***

Which of them is the most stable? Correct choice: *Q*.